C52H47CdCl2INO4P2S as an isolated structure, computed with the ωB97M-V functional and the def2-TZVPD basis.

Last column: Mulliken charge in e.
Cartesian coordinates (Å):
Cd: 0.080 0.384 0.562  1.894
O: 1.569 -1.107 3.004  -0.400
C: 2.061 -2.288 2.406  2.791
C: 2.236 -2.057 0.855  -0.261
O: 2.502 -3.007 0.131  -0.762
O: 2.078 -0.838 0.463  -0.768
C: 3.409 -2.655 3.040  -0.601
C: 3.655 -2.245 4.349  -0.317
C: 4.859 -2.542 4.972  -0.745
C: 5.840 -3.253 4.295  -0.397
C: 5.601 -3.671 2.995  -0.906
C: 4.395 -3.378 2.370  -0.276
C: 0.994 -3.360 2.584  -1.128
C: 1.304 -4.715 2.647  -0.165
C: 0.293 -5.658 2.768  -0.946
C: -1.036 -5.262 2.823  -0.524
C: -1.351 -3.912 2.744  -0.591
C: -0.342 -2.968 2.623  -0.114
H: 2.022 -0.382 2.555  0.229
H: 2.890 -1.685 4.870  0.485
H: 5.030 -2.217 5.992  0.389
H: 6.784 -3.476 4.777  0.385
H: 6.359 -4.231 2.459  0.390
H: 4.211 -3.701 1.353  0.589
H: 2.335 -5.038 2.599  0.444
H: 0.547 -6.711 2.817  0.374
H: -1.823 -6.001 2.919  0.399
H: -2.384 -3.584 2.768  0.447
H: -0.598 -1.918 2.556  0.501
I: -0.759 -1.853 -2.236  0.220
C: -2.784 -2.030 -2.839  0.026
C: -3.143 -3.343 -2.981  -0.757
C: -4.401 -3.719 -3.478  -0.847
C: -5.272 -2.755 -3.872  -0.910
C: -4.948 -1.385 -3.732  1.001
C: -5.884 -0.436 -4.195  -0.824
C: -5.638 0.896 -4.078  -1.209
C: -4.471 1.314 -3.426  -0.254
C: -3.518 0.443 -2.948  0.562
P: -2.104 1.256 -2.020  1.510
C: -1.585 2.425 -3.349  0.362
C: -0.970 3.634 -3.018  -0.244
C: -0.463 4.476 -3.996  -0.775
C: -0.554 4.123 -5.336  -0.691
C: -1.147 2.917 -5.681  -0.644
C: -1.652 2.075 -4.699  -0.820
C: -3.073 2.310 -0.852  0.826
C: -3.496 3.629 -1.009  -0.072
C: -4.171 4.275 0.018  -0.983
C: -4.424 3.620 1.217  -0.972
C: -4.005 2.307 1.385  0.057
C: -3.334 1.658 0.359  -0.489
C: -3.698 -0.966 -3.154  0.532
H: -2.429 -4.111 -2.717  0.391
H: -4.650 -4.769 -3.561  0.378
H: -6.236 -3.015 -4.295  0.344
H: -6.802 -0.797 -4.645  0.355
H: -6.335 1.629 -4.465  0.416
H: -4.316 2.376 -3.303  0.314
H: -0.877 3.908 -1.973  0.377
H: 0.013 5.408 -3.713  0.441
H: -0.155 4.776 -6.102  0.372
H: -1.211 2.623 -6.723  0.419
H: -2.095 1.130 -4.987  0.470
H: -3.304 4.165 -1.930  0.404
H: -4.496 5.301 -0.117  0.383
H: -4.934 4.138 2.021  0.400
H: -4.173 1.792 2.323  0.240
H: -2.973 0.640 0.492  -0.453
C: 2.128 0.100 -3.950  -1.166
S: 2.091 -0.276 -2.169  0.689
C: 3.839 0.135 -1.942  -1.212
O: 1.285 0.882 -1.624  -0.258
H: 2.352 1.161 -4.076  0.334
H: 1.141 -0.120 -4.353  0.208
H: 2.881 -0.526 -4.434  0.436
H: 4.412 -0.756 -2.209  0.418
H: 3.974 0.354 -0.886  0.192
H: 4.112 0.984 -2.567  0.425
C: 2.352 3.595 -0.570  -1.001
P: 1.618 3.021 1.023  0.650
C: 0.048 3.982 0.963  -0.361
C: 2.642 4.054 2.149  0.476
C: 4.029 3.898 2.107  -0.647
C: 4.860 4.661 2.912  -0.582
C: 4.314 5.577 3.803  -0.465
C: 2.936 5.701 3.894  -0.646
C: 2.106 4.944 3.076  -0.378
H: 3.414 3.348 -0.605  0.449
H: 2.229 4.673 -0.686  0.455
H: 1.862 3.062 -1.381  -0.090
H: 0.230 5.014 0.657  0.628
H: -0.445 3.959 1.933  0.374
H: -0.624 3.500 0.249  -0.829
H: 4.469 3.170 1.433  0.247
H: 5.935 4.544 2.845  0.379
H: 4.959 6.181 4.430  0.352
H: 2.500 6.395 4.603  0.392
H: 1.032 5.056 3.164  0.293
Cl: -4.533 -1.256 1.007  -0.221
C: -3.741 -0.491 2.366  0.231
C: -4.422 -0.410 3.555  -0.356
C: -3.841 0.190 4.675  -0.863
C: -2.564 0.715 4.543  -0.450
C: -1.889 0.640 3.343  0.802
Cl: -0.292 1.369 3.273  -0.159
C: -2.392 0.009 2.138  -0.181
N: -1.830 -0.145 0.963  -0.962
H: -5.425 -0.816 3.614  0.406
H: -4.370 0.232 5.617  0.332
H: -2.082 1.198 5.385  0.387

largest force on an atom	2.587	eV/A
HOMO-LUMO gap	5.433	eV
E_HOMO	-3.362	eV
net charge	-1
LUMO	2.1	eV